A molecular structure, C34H35AuBrN2P2S in a non-equilibrium geometry. Source: the OMol25 dataset; level of theory: ωB97M-V with the def2-TZVPD basis set.

Its LUMO energy (alpha / beta) is -12.59 / -12.71 eV. The molar mass comes out at 842.55 u. The frontier orbital gap (alpha / beta) is 3.617 / 2.809 eV.

Structure (ORCA input):
```
! RIJCOSX wB97M-V def2-TZVPD def2/J DEFGRID3
* xyz 3 1
Au 2.22 2.10 -0.80
C -5.10 -1.90 -0.31
S -3.53 -1.13 -0.73
C -2.40 -2.56 -0.74
C -1.10 -2.32 0.02
C -0.14 -1.33 -0.62
N -0.38 0.08 -0.28
P 0.10 1.34 -1.34
C -1.16 2.62 -1.25
C -2.49 2.31 -1.55
C -3.40 3.34 -1.71
C -2.99 4.66 -1.60
C -1.67 4.96 -1.30
C -0.75 3.95 -1.12
C 0.08 0.75 -3.04
C 1.09 1.23 -3.88
C 1.05 0.94 -5.23
C 0.03 0.15 -5.74
C -0.97 -0.32 -4.91
C -0.97 -0.01 -3.56
P -0.32 0.81 1.30
C 1.08 0.27 2.32
C 1.10 0.84 3.56
C 2.17 0.64 4.49
C 3.19 -0.20 4.23
C 3.26 -0.99 2.98
C 2.28 -0.49 1.87
C -1.82 0.22 2.18
C -1.77 -0.70 3.22
C -2.95 -1.08 3.84
C -4.16 -0.51 3.46
C -4.20 0.42 2.43
C -3.03 0.80 1.80
H -5.85 -1.12 -0.26
H -5.02 -2.41 0.65
H -5.37 -2.61 -1.09
H -2.20 -2.80 -1.79
H -2.94 -3.40 -0.30
H -0.59 -3.29 0.07
H -1.33 -2.02 1.04
H -0.20 -1.41 -1.71
H 0.89 -1.61 -0.34
H -2.81 1.28 -1.65
H -4.43 3.11 -1.95
H -3.70 5.46 -1.76
H -1.36 5.99 -1.21
H 0.28 4.17 -0.90
H 1.89 1.83 -3.45
H 1.82 1.33 -5.88
H 0.02 -0.09 -6.79
H -1.77 -0.92 -5.32
H -1.78 -0.34 -2.92
H 0.27 1.46 3.87
H 2.12 1.18 5.43
H 3.99 -0.33 4.93
H 3.18 -2.06 3.23
H 2.01 -1.30 1.19
H -0.83 -1.14 3.53
H -2.92 -1.82 4.63
H -5.06 -0.77 3.99
H -5.13 0.89 2.16
H -3.04 1.55 1.02
C 5.62 -2.84 -0.90
C 4.97 -1.79 -0.08
C 5.09 -1.71 1.27
C 4.47 -0.62 2.07
C 3.50 0.25 1.23
Br 3.59 2.19 1.72
N 3.55 0.17 -0.18
C 4.21 -0.76 -0.76
H 6.32 -3.43 -0.31
H 6.16 -2.40 -1.74
H 4.88 -3.52 -1.32
H 5.70 -2.42 1.80
H 5.27 -0.08 2.60
H 4.19 -0.76 -1.84
*
```

***

A molecular structure, C34H35BF6GaN5O3SeSi2. Source: the OMol25 dataset; level of theory: ωB97M-V with the def2-TZVPD basis set.

Its LUMO energy is -0.99 eV. The value obtained for the energy above the lowest of the compared OMol25 structures with the same formula, charge and spin is 0.0 kcal/mol. The molar mass comes out at 891.34 u. The frontier orbital gap is 7.253 eV.

Structure (ORCA input):
```
! RIJCOSX wB97M-V def2-TZVPD def2/J DEFGRID3
* xyz 0 1
Ga 0.13 0.60 0.53
Se -5.32 -5.36 0.27
N -3.55 -5.44 0.44
C -3.12 -4.21 0.52
C -1.71 -3.86 0.69
C -0.72 -4.82 0.88
C 0.57 -4.39 1.11
C 0.83 -3.02 1.13
N -0.10 -2.11 0.93
C -1.35 -2.51 0.72
C -2.37 -1.45 0.58
N -1.95 -0.17 0.58
C -2.86 0.79 0.59
C -4.23 0.55 0.56
C -4.67 -0.75 0.49
C -3.72 -1.77 0.50
C -4.11 -3.18 0.44
N -5.35 -3.58 0.30
H -0.99 -5.86 0.87
H 1.37 -5.10 1.27
H 1.83 -2.66 1.31
H -2.48 1.79 0.65
H -4.92 1.38 0.59
H -5.72 -1.00 0.44
C 3.15 2.03 -1.60
Si 1.59 3.00 -1.16
C 1.62 4.43 -2.39
C 1.70 3.82 0.52
C 0.08 1.84 -1.23
C 0.33 0.68 -2.12
C 0.71 0.70 -3.47
C 0.91 -0.49 -4.14
C 0.76 -1.70 -3.46
C 0.41 -1.65 -2.13
N 0.19 -0.50 -1.49
Si -1.48 2.70 -1.80
C -2.07 3.89 -0.45
C -2.75 1.38 -2.30
C -1.42 3.73 -3.38
H 4.00 2.36 -1.00
H 3.40 2.20 -2.65
H 3.05 0.95 -1.48
H 2.63 4.86 -2.35
H 0.92 5.22 -2.13
H 1.44 4.13 -3.42
H 2.66 4.34 0.62
H 1.61 3.11 1.33
H 0.90 4.56 0.63
H 0.84 1.65 -3.97
H 1.20 -0.48 -5.18
H 0.92 -2.64 -3.96
H 0.30 -2.56 -1.54
H -1.61 3.65 0.51
H -3.15 3.88 -0.33
H -1.78 4.91 -0.71
H -2.58 0.41 -1.84
H -2.69 1.24 -3.38
H -3.78 1.68 -2.07
H -0.91 4.69 -3.27
H -2.45 3.93 -3.66
H -0.96 3.20 -4.22
O 3.01 1.08 1.59
B 2.16 0.21 0.89
O 2.93 -0.85 0.39
C 4.22 -0.62 0.77
C 5.35 -1.36 0.51
C 6.55 -0.87 1.03
C 6.60 0.31 1.77
C 5.44 1.05 2.02
C 4.27 0.56 1.51
H 5.31 -2.27 -0.07
H 7.47 -1.42 0.84
H 7.54 0.66 2.15
H 5.46 1.96 2.59
C -0.42 3.30 3.77
C -0.61 1.85 3.31
O -0.49 1.74 1.96
C -2.04 1.41 3.75
F -2.27 0.11 3.51
F -2.30 1.62 5.05
F -2.96 2.11 3.06
C 0.42 0.96 4.04
F 0.45 -0.29 3.55
F 0.18 0.85 5.36
F 1.65 1.46 3.92
H -1.16 3.92 3.26
H 0.57 3.63 3.46
H -0.52 3.41 4.84
*
```

***

A molecular structure, C34H35InN2O in a non-equilibrium geometry. Source: the OMol25 dataset; level of theory: ωB97M-V with the def2-TZVPD basis set.

Its LUMO energy (alpha / beta) is -1.86 / -1.86 eV. The value obtained for the energy above the lowest of the compared OMol25 structures with the same formula, charge and spin is 0.0 kcal/mol. The molar mass comes out at 602.49 u. The frontier orbital gap (alpha / beta) is 5.031 / 5.030 eV.

Structure (ORCA input):
```
! RIJCOSX wB97M-V def2-TZVPD def2/J DEFGRID3
* xyz 0 1
C -1.62 -2.34 0.33
C -2.29 -1.21 0.87
C -2.33 -0.20 -0.11
H -2.74 -1.15 1.87
C -1.63 -0.67 -1.26
C -1.21 -2.02 -0.99
H -1.60 -0.18 -2.23
C 1.78 -0.43 2.41
C 0.51 -0.47 3.03
C -0.18 0.75 2.74
H 0.14 -1.25 3.69
C 0.64 1.54 1.90
C 1.85 0.78 1.62
H -2.90 0.73 -0.05
H -0.81 -2.71 -1.73
H -1.52 -3.31 0.81
H 2.75 1.21 1.19
H -1.13 1.05 3.16
H 2.60 -1.13 2.56
In 0.62 -0.39 -0.06
C 0.41 2.96 1.43
C 1.68 3.76 1.71
C -0.78 3.57 2.16
H 1.93 3.72 2.77
H 1.53 4.80 1.43
H 2.54 3.39 1.14
H -0.62 3.56 3.24
H -1.71 3.03 1.92
H -0.90 4.61 1.83
C 0.11 2.89 -0.09
C -0.07 4.23 -0.81
H -0.80 2.28 -0.25
H 0.93 2.37 -0.63
O 0.35 5.30 -0.39
N -0.73 4.18 -2.01
C -1.36 3.02 -2.65
H -0.73 5.05 -2.52
C -2.79 2.79 -2.18
C -3.54 1.78 -2.80
H -3.09 1.20 -3.61
C -4.84 1.52 -2.37
H -5.41 0.71 -2.84
C -5.41 2.30 -1.35
H -6.44 2.11 -1.03
C -4.67 3.32 -0.75
H -5.10 3.95 0.04
C -3.36 3.57 -1.17
H -2.78 4.40 -0.74
H -0.75 2.11 -2.48
H -1.36 3.22 -3.73
C 3.06 -3.16 -3.74
C 2.81 -1.86 -3.28
C 2.35 -1.66 -1.99
C 2.08 -2.78 -1.15
C 2.24 -4.10 -1.66
C 2.76 -4.26 -2.95
N 1.62 -2.56 0.14
C 1.98 -3.40 1.18
C 1.06 -3.69 2.24
C 1.43 -4.56 3.25
C 2.68 -5.18 3.24
C 3.60 -4.91 2.22
C 3.27 -4.02 1.20
H 3.45 -3.29 -4.75
H 2.99 -0.97 -3.89
H 2.30 -0.61 -1.62
H 1.99 -4.95 -1.03
H 2.92 -5.28 -3.32
H 0.06 -3.25 2.21
H 0.72 -4.76 4.06
H 2.96 -5.86 4.05
H 4.58 -5.39 2.21
H 3.96 -3.82 0.38
*
```

***

A molecular structure, C34H35LuN5PSSi in a non-equilibrium geometry. Source: the OMol25 dataset; level of theory: ωB97M-V with the def2-TZVPD basis set.

Its LUMO energy is 0.06 eV. The value obtained for the energy above the lowest of the compared OMol25 structures with the same formula, charge and spin is 19.7 kcal/mol. The molar mass comes out at 779.78 u. The frontier orbital gap is 7.639 eV.

Structure (ORCA input):
```
! RIJCOSX wB97M-V def2-TZVPD def2/J DEFGRID3
* xyz 0 1
Lu 0.29 0.13 -0.02
C -2.17 2.16 -5.38
C -3.02 2.50 -4.36
C -2.88 1.87 -3.14
C -2.06 0.82 -3.04
C -1.19 0.40 -4.02
C -1.25 1.06 -5.25
P -2.12 -0.23 -1.60
C -3.32 -1.46 -2.12
C -4.27 -1.30 -3.08
C -5.06 -2.34 -3.56
C -4.97 -3.60 -2.95
C -3.87 -3.80 -2.12
C -3.12 -2.73 -1.69
C -2.77 0.49 -0.05
C -4.17 0.66 0.22
C -4.59 1.20 1.38
C -3.63 1.70 2.27
C -2.27 1.65 1.98
C -1.78 0.96 0.83
H -2.37 2.60 -6.36
H -3.84 3.18 -4.45
H -3.64 2.10 -2.45
H -0.61 -0.44 -3.70
H -0.59 0.78 -6.02
H -4.37 -0.26 -3.53
H -5.76 -2.12 -4.33
H -5.53 -4.52 -3.19
H -3.63 -4.77 -1.66
H -2.31 -2.94 -1.01
H -4.93 0.19 -0.40
H -5.61 1.26 1.65
H -4.06 2.30 3.12
H -1.60 2.03 2.73
C 2.36 0.53 3.83
Si 2.53 -0.63 2.37
C 3.54 0.54 1.27
C 3.05 -4.34 2.55
C 1.01 -1.26 1.69
H 3.31 0.68 4.20
H 1.79 -0.01 4.61
H 1.97 1.51 3.69
H 4.30 0.97 1.88
H 2.87 1.34 0.86
H 3.99 -0.01 0.50
H 4.10 -4.57 2.22
H 2.44 -4.17 1.65
H 2.67 -5.21 3.07
H 0.23 -1.59 2.33
H 1.34 -2.03 0.90
S 1.61 -2.43 -3.84
C 1.59 -1.50 -2.56
N 1.44 -0.82 -1.58
N 6.54 -3.65 7.02
C 5.86 -3.37 6.11
C 5.06 -3.12 4.94
C 3.76 -3.44 4.78
C 3.07 -3.09 3.48
N 3.61 -1.84 2.99
C 5.02 -1.79 2.99
C 5.80 -2.45 3.87
H 3.22 -3.69 5.70
H 2.05 -3.00 3.68
H 5.42 -0.96 2.47
H 6.87 -2.29 4.04
N 0.11 6.28 -2.06
C 0.28 4.99 -1.54
C 0.95 3.95 -2.25
C 1.20 2.74 -1.62
N 0.74 2.43 -0.42
C -0.03 3.36 0.24
C -0.27 4.66 -0.27
H 0.36 6.45 -3.03
H -0.55 6.84 -1.58
H 1.32 4.11 -3.24
H 1.84 2.01 -2.11
H -0.41 3.01 1.19
H -0.83 5.34 0.30
*
```

***

A molecular structure, C34H36AsNP2S3SbZr. Source: the OMol25 dataset; level of theory: ωB97M-V with the def2-TZVPD basis set.

Its LUMO energy (alpha / beta) is -6.22 / -8.06 eV. The value obtained for the energy above the lowest of the compared OMol25 structures with the same formula, charge and spin is 0.5 kcal/mol. The molar mass comes out at 904.72 u. The frontier orbital gap (alpha / beta) is 6.927 / 5.547 eV.

Structure (ORCA input):
```
! RIJCOSX wB97M-V def2-TZVPD def2/J DEFGRID3
* xyz 2 2
Zr -0.43 1.88 0.56
S 0.22 3.91 1.82
Sb -2.02 4.34 0.99
S -1.34 3.39 -1.15
S -2.61 2.01 1.80
C 3.51 -0.93 1.10
N 2.30 -0.16 0.77
P 2.18 1.53 0.65
C 3.61 2.28 1.40
C 4.83 2.26 0.71
C 5.96 2.79 1.30
C 5.88 3.35 2.57
C 4.67 3.39 3.25
C 3.53 2.86 2.66
C 2.10 2.04 -1.08
C 2.34 3.38 -1.41
C 2.03 3.85 -2.66
C 1.44 3.01 -3.60
C 1.19 1.68 -3.29
C 1.51 1.19 -2.03
P 0.69 -0.67 0.83
C 0.67 -2.42 0.41
C 0.59 -3.40 1.39
C 0.65 -4.74 1.03
C 0.79 -5.09 -0.31
C 0.89 -4.11 -1.29
C 0.83 -2.78 -0.93
C 0.02 -0.47 2.51
C 0.54 0.45 3.41
C -0.18 0.78 4.56
C -1.40 0.20 4.80
C -1.92 -0.74 3.91
C -1.22 -1.07 2.77
H 4.29 -0.73 0.36
H 3.27 -1.99 1.07
H 3.88 -0.67 2.09
H 4.88 1.83 -0.29
H 6.90 2.77 0.77
H 6.76 3.77 3.02
H 4.61 3.85 4.23
H 2.58 2.92 3.19
H 2.78 4.04 -0.67
H 2.24 4.88 -2.92
H 1.20 3.38 -4.59
H 0.78 1.02 -4.04
H 1.38 0.14 -1.81
H 0.50 -3.14 2.44
H 0.59 -5.51 1.79
H 0.84 -6.14 -0.59
H 1.01 -4.39 -2.33
H 0.92 -2.02 -1.70
H 1.52 0.88 3.26
H 0.24 1.49 5.26
H -1.95 0.46 5.70
H -2.87 -1.22 4.12
H -1.61 -1.81 2.09
C -3.93 -0.79 0.36
As -2.82 0.41 -0.68
C -4.15 1.50 -1.55
C -2.01 -0.68 -2.12
C -3.01 -1.62 -2.68
C -3.87 -1.23 -3.71
C -4.82 -2.11 -4.20
C -4.92 -3.39 -3.68
C -4.06 -3.79 -2.66
C -3.12 -2.91 -2.16
H -4.58 -1.33 -0.32
H -4.51 -0.18 1.04
H -3.32 -1.49 0.92
H -4.92 0.83 -1.94
H -3.69 2.08 -2.35
H -4.58 2.18 -0.82
H -1.17 -1.19 -1.66
H -1.63 0.05 -2.84
H -3.79 -0.23 -4.13
H -5.48 -1.80 -5.01
H -5.65 -4.08 -4.07
H -4.13 -4.80 -2.26
H -2.44 -3.23 -1.37
*
```

***

A molecular structure, C34H36InN12O2P2Se2. Source: the OMol25 dataset; level of theory: ωB97M-V with the def2-TZVPD basis set.

Its LUMO energy is 1.82 eV. The molar mass comes out at 979.43 u. The frontier orbital gap is 7.606 eV.

Structure (ORCA input):
```
! RIJCOSX wB97M-V def2-TZVPD def2/J DEFGRID3
* xyz -1 1
In -1.07 -1.33 2.26
Se 4.09 3.94 0.78
P 2.79 2.76 -0.37
C 3.71 1.83 -1.63
C 4.10 0.52 -1.39
C 4.97 -0.11 -2.27
C 5.45 0.56 -3.38
C 5.06 1.87 -3.63
C 4.20 2.51 -2.75
C 1.59 3.77 -1.30
C 1.09 3.33 -2.52
C 0.18 4.11 -3.23
C -0.23 5.33 -2.71
C 0.28 5.77 -1.49
C 1.19 5.00 -0.79
C 1.84 1.54 0.59
C 0.85 0.57 0.38
N 0.56 0.08 1.59
N 1.31 0.68 2.51
N 2.09 1.55 1.92
P -0.10 -0.11 -0.97
Se -1.35 -1.80 -0.40
C -1.16 1.20 -1.61
C -1.83 1.03 -2.82
C -2.75 1.97 -3.23
C -3.04 3.06 -2.42
C -2.41 3.20 -1.19
C -1.46 2.28 -0.78
C 1.04 -0.69 -2.25
C 1.19 -0.10 -3.50
C 2.09 -0.63 -4.42
C 2.83 -1.76 -4.09
C 2.67 -2.36 -2.85
C 1.78 -1.83 -1.94
H 3.73 0.00 -0.51
H 5.28 -1.13 -2.07
H 6.14 0.06 -4.06
H 5.44 2.39 -4.49
H 3.91 3.54 -2.92
H 1.43 2.39 -2.93
H -0.21 3.76 -4.18
H -0.94 5.94 -3.25
H -0.03 6.73 -1.09
H 1.61 5.34 0.14
H -1.65 0.14 -3.42
H -3.26 1.85 -4.18
H -3.77 3.79 -2.73
H -2.66 4.03 -0.53
H -0.99 2.38 0.19
H 0.59 0.76 -3.78
H 2.22 -0.16 -5.38
H 3.53 -2.17 -4.81
H 3.23 -3.25 -2.60
H 1.64 -2.31 -0.97
N -3.89 -1.07 4.18
C -3.50 0.10 3.56
N -4.07 1.27 3.77
N -3.39 2.13 2.97
N -2.48 1.51 2.31
N -2.52 0.20 2.66
C -3.65 -2.34 3.69
N -4.30 -3.42 4.10
N -3.79 -4.42 3.37
N -2.89 -3.98 2.55
N -2.78 -2.64 2.73
H -4.65 -0.99 4.83
C -5.39 -2.85 0.45
C -4.66 -3.68 -0.58
O -3.29 -3.92 -0.25
H -6.38 -2.59 0.09
H -4.84 -1.93 0.65
H -5.50 -3.40 1.39
H -4.64 -3.16 -1.54
H -5.18 -4.63 -0.74
H -3.22 -4.19 0.68
C 1.72 -1.60 5.32
C 0.96 -2.51 4.36
C 1.83 -2.80 3.13
C 0.61 -3.83 5.04
O -0.24 -1.88 4.00
H 2.64 -2.08 5.67
H 1.09 -1.38 6.19
H 1.96 -0.66 4.82
H 2.71 -3.40 3.40
H 2.18 -1.87 2.68
H 1.25 -3.36 2.39
H 1.50 -4.36 5.39
H 0.06 -4.48 4.35
H -0.04 -3.63 5.90
*
```

***

Number 1: electronic energy -5215.62599 Eh. Number 2: electronic energy -7345.65340 Eh. Number 3: electronic energy -1691.36685 Eh. Number 4: electronic energy -3854.94869 Eh. Number 5: electronic energy -5771.95531 Eh. Number 6: electronic energy -7800.63269 Eh.